Below is 2 unconnected molecules or ions with the total composition C33H36N2O2, with properties calculated with ωB97M-V with the def2-TZVPD basis set.

Calculated values
Structure (SMILES) = COc1ccc(C=C2C=C(c3ccccc3)C(=O)C(c3ccccc3)=C2)cc1.CN(C)C[C@@H]1CCCN1
Lowest unoccupied orbital energy = -0.99 eV
Frontier orbital gap = 6.6 eV

Each line ends with the Löwdin charge.
Geometry (Å):
C (6.38594, 1.36074, -0.46775)  -0.060
O (5.75618, 0.36694, -1.31193)  -0.087
C (4.43580, 0.11210, -1.12452)  -0.259
C (3.83029, -0.84452, -1.98165)  0.003
C (2.48556, -1.11296, -1.87638)  -0.029
C (1.66612, -0.41467, -0.94465)  -0.239
C (0.25476, -0.67699, -0.80801)  0.002
C (-0.71441, 0.35522, -0.93223)  -0.200
C (-2.10645, 0.01708, -0.94372)  0.012
C (-3.09902, 0.94958, -1.11855)  -0.074
C (-4.52164, 0.56945, -1.09303)  -0.161
C (-4.93256, -0.49817, -0.26141)  -0.039
C (-6.27422, -0.87184, -0.17710)  -0.090
C (-7.23958, -0.21473, -0.95183)  -0.093
C (-6.84751, 0.82856, -1.80286)  -0.078
C (-5.50915, 1.21685, -1.86467)  -0.023
C (-2.73023, 2.37126, -1.33904)  -0.262
O (-3.58275, 3.22041, -1.64576)  0.044
C (-1.30642, 2.74033, -1.17132)  -0.070
C (-0.91887, 4.16430, -1.17522)  -0.156
C (0.18154, 4.57652, -0.38694)  -0.038
C (0.59035, 5.91056, -0.35456)  -0.091
C (-0.06558, 6.87008, -1.13708)  -0.094
C (-1.15503, 6.48295, -1.93074)  -0.077
C (-1.58428, 5.15420, -1.93159)  -0.020
C (-0.36903, 1.74012, -1.05356)  0.034
C (2.29104, 0.54960, -0.10744)  -0.046
C (3.65372, 0.78370, -0.15481)  -0.006
H (7.41981, 1.37277, -0.81128)  0.092
H (5.92472, 2.35068, -0.60175)  0.097
H (6.33601, 1.06988, 0.59193)  0.095
H (4.45689, -1.32959, -2.72903)  0.123
H (2.02042, -1.84236, -2.54186)  0.124
H (-0.10858, -1.70294, -0.88667)  0.116
H (-2.37144, -1.04146, -0.85845)  0.128
H (-4.18427, -1.01268, 0.34581)  0.102
H (-6.56178, -1.68108, 0.49527)  0.100
H (-8.28654, -0.51540, -0.89430)  0.098
H (-7.58530, 1.34368, -2.42014)  0.103
H (-5.22612, 2.04941, -2.50531)  0.105
H (0.69543, 3.83369, 0.22795)  0.104
H (1.42808, 6.19636, 0.28297)  0.099
H (0.27034, 7.90813, -1.12754)  0.099
H (-1.67214, 7.21870, -2.55000)  0.103
H (-2.45949, 4.87835, -2.51650)  0.104
H (0.68564, 2.01523, -1.09591)  0.110
H (1.68175, 1.12154, 0.59625)  0.115
H (4.10800, 1.52568, 0.50774)  0.106
C (2.20415, -4.14314, -0.21004)  -0.104
N (2.34005, -4.18389, 1.22132)  -0.287
C (3.40840, -5.03741, 1.68065)  -0.108
C (1.10190, -4.26095, 1.97129)  -0.174
C (0.70836, -2.89928, 2.52610)  -0.353
C (-0.51732, -2.95275, 3.42991)  -0.146
C (-1.04781, -1.51230, 3.38334)  -0.152
C (-0.41387, -0.87517, 2.13281)  -0.198
N (0.38577, -1.91920, 1.48868)  -0.018
H (1.45088, -3.39987, -0.49440)  0.059
H (3.16894, -3.85498, -0.64714)  0.083
H (1.90310, -5.11745, -0.63776)  0.089
H (3.53792, -4.91113, 2.76332)  0.084
H (3.22740, -6.11046, 1.48178)  0.085
H (4.33466, -4.75147, 1.16837)  0.082
H (0.27656, -4.64046, 1.34138)  0.131
H (1.24896, -4.92369, 2.83951)  0.124
H (1.58951, -2.53081, 3.10009)  0.155
H (-1.24835, -3.65328, 3.00687)  0.115
H (-0.24424, -3.30478, 4.42949)  0.115
H (-2.14036, -1.48348, 3.34745)  0.104
H (-0.70391, -0.95232, 4.25661)  0.104
H (-1.18544, -0.51482, 1.44835)  0.085
H (0.21327, 0.00107, 2.38512)  0.116
H (1.25548, -1.53321, 1.12602)  0.085



Below is a single C6H6N4 molecule, with properties calculated with ωB97M-V with the def2-TZVPD basis set.

Calculated values
Energy above the lowest of the compared OMol25 structures with the same formula, charge and spin = 20.1 kcal/mol
Structure (SMILES) = Nc1ncnc2cc[nH]c12
Lowest unoccupied orbital energy = 0.43 eV
Frontier orbital gap = 8.8 eV

Each line ends with the Löwdin charge.
Geometry (Å):
C (1.31163, 0.43275, -0.08226)  -0.336
C (1.47141, -1.89395, 0.07097)  -0.249
C (-0.59864, -1.09855, -0.18709)  -0.228
C (-2.08902, -0.95855, -0.17889)  -0.017
C (-2.35168, 0.38062, 0.05444)  -0.158
C (-0.09342, 0.21298, -0.09972)  -0.130
H (2.97144, 1.68054, 0.22781)  0.130
H (1.48059, 2.60520, -0.10132)  0.153
H (2.21063, -2.67904, 0.42884)  0.120
H (-2.83807, -1.76559, 0.00238)  0.106
H (-3.27777, 1.05666, 0.25719)  0.148
H (-1.26882, 2.18812, -0.01531)  0.173
N (2.00266, 1.61386, -0.24061)  0.075
N (2.07514, -0.69928, 0.04677)  0.085
N (0.20964, -2.20136, -0.21135)  0.100
N (-1.21573, 1.12560, 0.02815)  0.026



Below is a single C3H3N3O molecule, with properties calculated with ωB97M-V with the def2-TZVPD basis set.

Calculated values
Energy above the lowest of the compared OMol25 structures with the same formula, charge and spin = 109.3 kcal/mol
Structure (SMILES) = N=C=N/N=C\C=O
Lowest unoccupied orbital energy = -0.69 eV
Frontier orbital gap = 9.0 eV

Each line ends with the Löwdin charge.
Geometry (Å):
N (-0.05376, 2.12711, -0.29270)  0.192
C (-0.31801, 1.08365, 0.27629)  -0.243
N (-1.00564, 0.33903, 1.17632)  0.073
N (-1.31291, -0.71764, 0.47912)  0.037
O (1.50864, -0.91334, 1.10090)  0.042
C (1.06968, -1.08613, -0.00772)  -0.273
C (-0.35324, -0.86696, -0.45894)  -0.146
H (-0.61282, 2.95225, -0.08702)  0.094
H (1.69451, -1.50157, -0.82529)  0.122
H (-0.61645, -1.41640, -1.36097)  0.102



Highest occupied orbital energy, respectively: -7.61, -8.42, -9.70 eV.